# 1
36
Properties=species:S:1:pos:R:3:forces:R:3:mulliken_spin:R:1 method="wB97M-V/def2-TZVPD" homo_lumo_gap_ev="10.8235 / 3.8120" charge=+1 s2=0.7571 max_force_ev_per_a=2.3 e_homo_ev="-14.162 / -14.155" multiplicity=2 e_above_lowest_ev=1.146
O -1.25650 0.47856 3.58394 -0.047 0.938 -0.464 0.00
H -1.57397 -0.31032 4.02339 -0.451 -0.196 0.108 0.00
H -0.65099 0.15462 2.91712 0.536 -0.551 0.062 0.00
O -0.58675 -0.42356 0.03935 -1.364 0.874 -0.526 0.27
H -0.02514 -0.76721 0.73414 0.720 -0.436 1.063 -0.01
H 0.01722 0.00311 -0.56844 0.544 0.194 -0.503 -0.01
O 0.74989 2.90599 0.48212 -1.436 0.180 1.084 0.06
H 0.99404 2.28766 -0.20657 0.712 -0.167 -1.179 0.00
H 1.58312 3.17834 0.86654 0.181 0.256 0.197 0.00
O -3.42322 -1.73153 1.67185 0.211 0.232 0.278 0.00
H -2.99095 -1.23450 0.97734 0.053 0.087 -0.240 0.00
H -3.88295 -2.43475 1.21321 -0.161 -0.281 -0.051 0.00
O 0.77791 -1.06371 2.26853 -0.063 0.152 -0.193 0.00
H 1.58767 -0.71426 2.64056 0.356 0.183 0.033 0.00
H 0.52058 -1.76365 2.86861 -0.236 -0.606 0.207 0.00
O -2.18460 1.21648 -2.19628 -0.047 -0.243 0.053 0.00
H -2.55003 2.08774 -2.04268 -0.221 0.305 -0.137 0.00
H -1.97169 0.88812 -1.32273 -0.200 -0.252 0.365 -0.01
O -1.79079 2.06163 1.06926 -1.168 -0.991 -1.189 0.74
H -1.13119 2.73095 0.88709 1.766 1.469 -0.478 -0.02
H -1.49265 1.64462 1.87762 0.020 -1.001 1.904 -0.03
O 2.95047 -0.59066 -0.64735 -0.380 0.322 0.066 0.00
H 3.49654 -0.91052 -1.36550 0.174 -0.330 -0.210 0.00
H 3.54219 -0.54897 0.10389 0.263 -0.010 0.225 0.00
O 2.05823 2.03617 -1.63964 0.324 0.331 0.937 0.00
H 1.47258 1.74696 -2.33936 -0.608 -0.173 -0.786 0.00
H 2.54327 1.24900 -1.39197 0.439 -0.450 0.148 0.00
O 0.21828 1.27127 -3.37333 0.762 -0.273 -0.298 0.00
H -0.57942 0.83515 -3.07381 -0.705 0.209 0.052 0.00
H -0.09047 2.07352 -3.79441 -0.116 0.198 -0.276 0.00
O -0.59150 -4.23903 2.08965 -0.093 0.381 0.278 0.00
H -0.21052 -3.66190 1.42783 0.032 0.003 -0.361 0.00
H 0.02582 -4.96747 2.15689 0.138 -0.314 0.040 0.00
O 1.46661 -1.54261 -3.40123 0.033 -0.423 0.264 0.00
H 2.24571 -0.99815 -3.28813 0.100 0.197 -0.232 0.00
H 0.73322 -0.94701 -3.24748 -0.070 0.185 -0.241 0.00

# 2
91
Properties=species:S:1:pos:R:3:forces:R:3:mulliken_charge:R:1 method="wB97M-V/def2-TZVPD" homo_lumo_gap_ev=9.2127 charge=+1 max_force_ev_per_a=1.8 e_homo_ev=-11.899
C 1.67523 -0.82765 -0.41246 -0.122 0.189 0.208 -1.32
C 1.32058 0.46478 0.29424 0.376 -1.432 -1.038 0.82
C 1.85551 0.72506 1.53927 -0.004 -0.079 0.125 -0.64
C 1.51586 1.89232 2.17608 0.595 0.179 1.372 -0.72
C 0.65246 2.80232 1.61549 -0.261 0.123 -0.067 -0.81
C 0.11968 2.50037 0.37930 -0.810 1.080 -0.886 0.69
C -0.87434 3.47973 -0.24298 -0.120 -0.267 0.883 -1.16
P -2.56237 3.03390 0.35539 0.100 0.070 -0.952 -0.01
C -2.95501 1.29189 0.28290 0.430 1.108 -0.107 0.62
C -3.44037 0.67331 1.40300 -0.136 0.263 1.286 -0.24
C -3.78664 -0.65742 1.36148 -0.305 -0.257 0.386 -0.73
C -3.62929 -1.34247 0.18351 -0.147 -0.877 -0.187 -0.57
C -3.12154 -0.71576 -0.93389 0.241 -0.368 -1.483 -0.25
C -2.79144 0.61147 -0.91433 0.228 0.536 0.004 -0.58
C 0.44996 1.34774 -0.30583 -0.040 0.323 0.302 -0.36
H 2.71150 -1.09104 -0.18857 -0.167 -0.122 -0.055 0.14
H 1.00846 -1.61976 -0.04977 0.228 -0.013 -0.078 0.32
H 1.53574 -0.74708 -1.49241 0.071 0.008 0.098 0.35
H 2.51974 0.00912 2.01366 0.018 0.070 -0.155 0.49
H 1.94045 2.08493 3.15860 -0.063 0.080 -0.127 0.44
H 0.38159 3.72547 2.12000 0.116 -0.087 0.008 0.52
H -0.86421 3.50526 -1.33473 -0.069 -0.099 0.119 0.57
H -0.67742 4.48657 0.14424 -0.130 -0.031 -0.256 0.48
H -3.46170 3.67267 -0.52304 0.074 0.097 0.359 0.21
H -2.79404 3.57363 1.63061 0.022 -0.227 -0.138 0.19
H -3.56178 1.22842 2.32774 -0.054 -0.027 -0.123 0.31
H -4.19999 -1.13744 2.24099 0.092 0.009 -0.074 0.46
H -3.90115 -2.38993 0.09801 0.018 0.095 0.157 0.47
H -2.97846 -1.23929 -1.88320 -0.105 -0.012 0.402 0.33
H -2.39887 1.12325 -1.78812 -0.099 -0.220 -0.054 0.50
H 0.02450 1.16163 -1.28620 0.138 -0.118 0.046 0.45
C -0.90036 -2.68744 -5.91431 -0.040 0.140 -0.177 -1.39
C -0.90889 -1.80521 -4.67679 0.001 -0.647 0.077 0.34
C -0.22279 -2.48828 -3.50533 0.029 0.120 0.039 -0.37
O -2.25666 -1.48768 -4.31874 -0.065 0.407 0.125 -0.58
H -1.43755 -3.62116 -5.72513 0.080 -0.023 0.086 0.31
H -1.40475 -2.18981 -6.74323 0.050 0.028 0.007 0.34
H 0.11829 -2.92890 -6.22077 -0.017 -0.025 0.006 0.40
H -0.40962 -0.86015 -4.89822 -0.190 0.094 0.018 0.32
H -0.73844 -3.41361 -3.23811 0.065 0.001 -0.055 0.04
H -0.24520 -1.84753 -2.62251 0.033 0.037 0.004 -0.21
H 0.81702 -2.72519 -3.73818 -0.011 -0.022 0.026 0.51
H -2.71075 -2.31499 -4.12213 0.043 -0.044 -0.111 0.35
C 0.61865 -6.97872 -1.04562 0.147 0.161 0.082 -1.30
C -0.76580 -6.36211 -0.92390 0.074 -0.539 -0.411 0.35
C -1.85038 -7.42680 -0.97277 -0.181 0.101 0.093 -1.30
O -0.96757 -5.41798 -1.98006 -0.080 0.279 0.190 -0.48
H 0.72506 -7.50167 -1.99997 -0.088 -0.076 0.038 0.35
H 1.38659 -6.20432 -1.01681 -0.023 0.000 0.057 0.30
H 0.80832 -7.68769 -0.23875 0.004 -0.015 -0.031 0.40
H -0.83897 -5.80636 0.01224 -0.028 0.157 -0.105 0.24
H -1.82065 -7.96379 -1.92474 0.110 -0.040 0.032 0.35
H -2.83845 -6.97135 -0.89236 0.022 0.005 0.055 0.31
H -1.73281 -8.14882 -0.16373 -0.002 -0.017 -0.031 0.39
H -0.90607 -5.89365 -2.81609 0.018 -0.064 0.044 0.30
C 4.49960 4.30074 -1.73398 -0.038 0.121 -0.173 -1.13
C 4.39378 5.17079 -0.49102 -0.030 -0.649 0.072 0.37
C 5.09458 4.52619 0.69499 0.040 0.146 0.149 -0.96
O 3.01831 5.39340 -0.17442 -0.133 0.277 -0.024 -0.52
H 4.02194 3.33005 -1.56593 0.081 -0.023 0.096 0.20
H 3.98661 4.77025 -2.57446 0.053 0.041 0.010 0.31
H 5.54088 4.13170 -2.01199 -0.018 -0.031 -0.001 0.38
H 4.83290 6.14896 -0.68956 -0.169 0.071 0.034 0.32
H 4.63470 3.56234 0.93641 0.026 -0.038 -0.113 0.06
H 5.00456 5.15592 1.58101 0.038 0.035 -0.039 0.32
H 6.15363 4.36385 0.48892 -0.014 -0.029 0.011 0.38
H 2.61769 4.53455 0.00378 0.087 -0.033 0.021 0.29
C 6.18363 0.28148 0.51643 -0.162 0.166 0.016 -1.11
C 5.92344 -0.61442 1.71815 0.358 -0.239 -0.507 0.44
C 7.12514 -1.49312 2.02477 -0.024 -0.067 0.210 -1.43
O 4.77718 -1.43389 1.46840 -0.292 0.179 0.203 -0.52
H 6.37739 -0.31873 -0.37707 0.100 -0.042 0.056 0.35
H 5.30972 0.90119 0.30380 0.021 0.027 0.053 0.16
H 7.04029 0.93475 0.68772 0.002 -0.011 -0.030 0.41
H 5.68691 -0.00020 2.58853 -0.169 -0.087 0.008 0.27
H 7.34868 -2.14913 1.17890 0.023 0.101 -0.065 0.36
H 6.92124 -2.13442 2.88285 0.001 0.058 0.024 0.34
H 8.00948 -0.89239 2.24093 0.006 -0.021 -0.025 0.39
H 4.97026 -1.98492 0.70187 0.076 -0.027 0.044 0.33
C -7.36951 1.59273 3.75233 0.117 -0.200 -0.064 -1.27
C -6.20314 2.52920 4.02161 -0.618 0.242 -0.097 0.42
C -6.67612 3.85169 4.60160 0.208 0.107 0.051 -1.36
O -5.48373 2.76527 2.80183 0.444 -0.050 -0.063 -0.41
H -8.05791 2.03286 3.02576 -0.026 0.085 0.084 0.35
H -7.01633 0.65084 3.32923 0.010 -0.007 0.061 0.30
H -7.92199 1.37775 4.66719 -0.015 0.015 -0.021 0.39
H -5.50391 2.05538 4.71228 0.144 0.015 -0.149 0.24
H -7.34305 4.36299 3.90192 -0.084 -0.096 0.018 0.36
H -5.83005 4.51625 4.78218 0.002 -0.043 0.057 0.33
H -7.20810 3.70268 5.54136 -0.016 0.012 -0.023 0.40
H -6.08954 3.18470 2.18069 -0.095 -0.022 0.083 0.29